This record from the Open Molecules 2025 dataset describes C4H7ClN2S in the gas phase. The level of theory is ωB97M-V with the def2-TZVPD basis set.

Each line ends with the Mulliken charge.
Atoms and positions in Å:
C (1.419, 0.906, 0.561)  -0.529
C (0.755, -0.499, 0.267)  0.265
C (-0.522, -0.872, 0.174)  -0.128
C (-2.569, -0.776, -0.140)  -0.146
H (2.957, 0.850, -1.148)  0.232
H (1.485, 1.866, -1.456)  0.196
H (2.244, 0.708, 1.270)  0.271
H (0.544, 1.513, 0.993)  0.259
H (-0.782, -1.954, -0.105)  0.186
H (-1.499, 0.958, 0.638)  0.301
H (-2.328, -1.960, -0.235)  0.186
N (2.051, 1.333, -0.726)  -0.487
N (-1.543, -0.090, 0.375)  -0.051
S (-4.202, -0.269, -0.272)  -0.295
Cl (1.990, -1.715, -0.200)  -0.261

lowest unoccupied orbital energy	0.09	eV
SMILES	NC/C(Cl)=C\NC=S
orbital gap	8.446	eV
strongest force on any atom	7.54	eV Å⁻¹
HOMO	-8.36	eV
multiplicity	1